Below is a molecular structure, C5H11O4Tl in a non-equilibrium geometry, with properties calculated with ωB97M-V/def2-TZVPD.

Its spin multiplicity is 2. The net charge is +1. The expectation value of S² is 0.783. The calculated total energy comes out at -669.909981 Eh.

XYZ file:
```
21
Properties=species:S:1:pos:R:3:forces:R:3:lowdin_charge:R:1
C 3.6146 0.5032 0.5793 0.1 -0.7 -0.6 -0.20
O 2.4038 0.7229 1.2092 -3.1 -0.6 0.3 -0.23
H 4.2698 1.3506 0.8523 -0.2 -0.3 -0.1 0.10
H 4.0903 -0.4346 0.9124 0.0 0.2 -0.2 0.08
H 3.5041 0.4890 -0.5203 0.3 0.0 0.2 0.08
O -3.3697 -0.9544 -1.3289 -1.7 0.6 -1.1 -0.26
C -3.6760 0.3121 -1.0379 -0.5 0.3 -0.5 -0.07
C -1.6941 1.1727 -0.9649 0.7 0.1 2.5 -0.04
O -1.3364 0.3247 0.0220 -1.0 5.1 -1.0 -0.33
C 0.7164 0.0131 0.6303 5.2 -0.7 1.4 0.02
C 0.8046 -1.5080 0.8133 1.7 1.4 1.9 -0.30
O -0.1602 -2.2341 0.1337 2.2 -3.1 0.1 -0.30
Tl -1.7737 -1.5603 -0.4420 -1.8 -3.3 -0.7 1.38
H -4.1797 0.4482 -0.0614 1.0 0.4 -0.2 0.13
H -4.1452 0.8974 -1.8485 0.5 -0.4 0.1 0.13
H -1.8645 2.2091 -0.6331 -0.4 -0.4 -0.2 0.13
H -1.0482 1.1131 -1.8577 -1.0 -0.4 -0.3 0.13
H 0.3084 0.4254 1.5691 -0.1 1.0 -1.6 0.14
H 0.9620 0.2215 -0.4303 -1.0 1.1 0.9 0.13
H 0.7516 -1.6958 1.9067 -0.1 -0.2 -0.6 0.14
H 1.8222 -1.8157 0.4967 -0.7 -0.1 -0.2 0.14
```
Positions in Å, forces in eV/Å.